ORCA calculation (ωB97M-V with the def2-TZVPD basis set) on C7H9N in the gas phase at a distorted geometry.

Geometry as XYZ:
```
17
Properties=species:S:1:pos:R:3:forces:R:3
C -0.235839 -2.082221 -0.307780 0.4747 -0.1358 -0.7948
C -0.128589 -0.598861 0.056789 -0.3448 -0.2068 -2.8720
C -0.615171 1.555887 0.229875 0.3705 -1.1228 -0.5235
C 0.108039 1.146762 1.470774 1.4781 -2.9604 2.2382
C 0.397007 -0.230656 1.345636 -0.4027 4.4066 2.4580
C 0.468625 1.518246 -0.886320 1.6599 -2.8172 -0.1064
C 0.857547 0.205539 -0.924739 -1.7086 0.7259 -1.3227
H 0.769705 -2.557278 -0.299045 -0.3417 0.5588 -0.1486
H -0.794273 -2.729844 0.361105 -0.5079 0.4157 0.2169
H -0.632492 -2.198863 -1.341847 0.1793 0.0409 0.6937
H -1.576050 0.413689 -1.082398 -0.0634 -0.5984 0.2790
H -1.259782 2.392562 0.272513 -0.4174 0.9947 0.0689
H 0.491273 1.824266 2.289892 -0.6422 -0.8640 -1.1759
H 1.062852 -0.849587 1.956096 -0.4584 0.3799 -0.1711
H 1.007812 2.289419 -1.413839 -0.4017 0.3764 0.0704
H 1.458532 -0.393349 -1.643548 -0.0554 0.9762 0.7115
N -1.379197 0.294288 -0.083164 1.1818 -0.1697 0.3785
```
Positions in Å, forces in eV/Å.

## Properties
Relative energy (zero: lowest compared OMol25 entry of this formula, charge and spin) ... 3.190 eV
Spin multiplicity ... 1
SMILES ... C[C@]12C=C[C@H](C=C1)N2

***

ORCA calculation (ωB97M-V with the def2-TZVPD basis set) on a molecular structure, C4H8N2O2 at a distorted geometry.

Geometry as XYZ:
```
16
Properties=species:S:1:pos:R:3:forces:R:3
C 1.287867 0.597079 -0.559903 0.8948 0.1148 0.6435
C -0.848216 -0.507240 0.388109 -1.6265 0.3184 -1.9012
C -1.755726 0.702478 0.791158 -0.2209 1.0453 1.3783
C -1.967894 -0.600060 -0.779842 0.3907 -1.2931 1.1591
H 3.896301 -0.491435 0.617440 -0.6580 0.7800 -0.5989
H 0.806059 1.297978 -1.221720 0.5023 0.6436 0.0863
H 1.151053 -1.063875 0.332555 -0.8121 0.1017 0.1419
H -0.938904 -1.389014 1.068991 0.1237 0.9012 -0.5617
H -1.428324 1.646898 0.234357 0.1402 -0.7384 1.5699
H -2.132030 0.827179 1.932736 1.2638 0.0702 -2.6556
H -2.397038 -1.625347 -0.834956 0.2530 0.6809 -0.6038
H -1.726139 -0.141967 -1.764252 0.1458 -0.4240 0.5749
N 2.579342 0.628842 -0.320819 -1.3826 1.1444 -1.6874
N 0.494417 -0.385396 -0.065413 1.7098 -1.7816 1.1806
O 2.942159 -0.467292 0.420095 0.2202 -1.4346 1.2129
O -2.822593 0.227532 -0.007428 -0.9443 -0.1289 0.0612
```
Positions in Å, forces in eV/Å.

## Properties
Relative energy (zero: lowest compared OMol25 entry of this formula, charge and spin) ... 5.126 eV
Spin multiplicity ... 1

***

ORCA calculation (ωB97M-V with the def2-TZVPD basis set) on a molecular structure, C8H18BNO3PTl at a distorted geometry.

Geometry as XYZ:
```
33
Properties=species:S:1:pos:R:3:forces:R:3
C -1.914711 -0.769381 4.011656 0.0957 0.4260 -0.6762
C -2.280835 -0.355184 2.501726 -0.2750 -1.2409 1.1242
C -1.882779 -1.584045 1.564526 -0.4877 0.4410 0.2386
C -0.499739 -1.353759 0.792514 -1.2249 0.4237 0.6200
C -0.805725 -0.564770 -0.550844 -0.2868 -0.8696 0.2787
C 0.063157 -1.001066 -1.792589 -0.6080 -0.1465 -0.2198
C 1.463913 -0.259833 -1.918983 0.5842 0.0359 -0.6653
B 1.349602 1.333161 -2.088651 -1.2946 -2.9775 0.0723
C 0.178240 2.064635 -2.964748 -6.5247 2.6826 0.1302
O 0.535431 2.761468 -3.912260 2.4153 -1.3939 0.4667
O -1.049159 1.874318 -2.579679 4.8055 -0.8567 0.0905
P 2.672570 2.459223 -1.163839 0.5756 1.2485 3.3216
N 3.812463 1.528895 -0.304702 -3.0388 0.5533 -1.1630
O 1.806132 3.298141 -0.002906 1.2983 -1.9863 -2.0793
H -1.669077 0.143199 4.615206 -0.1225 -0.9763 -0.4044
H -1.047988 -1.481441 3.957523 -0.5973 0.8382 0.3980
H -2.758884 -1.309183 4.515932 0.7233 0.5127 -0.6073
H -3.401457 -0.205151 2.490357 1.3213 0.1045 -0.3145
H -1.755546 0.597078 2.219697 -0.5218 -0.8461 0.1232
H -2.751715 -1.743556 0.861466 1.1625 -0.0256 0.3510
H -1.833746 -2.513620 2.209721 0.0724 1.0637 -0.7863
H -0.029543 -2.362608 0.653209 -0.1343 1.0820 -0.1441
H 0.105294 -0.685224 1.482890 -0.2639 -1.0724 -0.7806
H -0.777890 0.537560 -0.316384 0.0693 -0.8823 -0.5931
H -1.882221 -0.791299 -0.823473 1.2609 0.3820 0.1880
H -0.563881 -0.857213 -2.730386 0.8763 0.1453 0.9516
H 0.275525 -2.115216 -1.764336 -0.1411 1.2886 0.1948
H 2.179975 -0.567853 -1.097173 -0.8718 0.2695 -0.8539
H 1.960141 -0.663297 -2.904777 -0.4545 0.1649 3.1742
H 3.486377 1.246108 0.630212 0.6663 0.3253 0.0109
H 4.096260 0.720638 -0.868654 0.6508 0.4131 0.2997
H 0.906916 2.899357 0.065815 0.2368 0.6988 0.1391
Tl 2.012899 -0.280081 -4.788064 0.0333 0.1746 -2.8852
```
Positions in Å, forces in eV/Å.

## Properties
Spin multiplicity ... 1
Charge ... +2

***

ORCA calculation (ωB97M-V with the def2-TZVPD basis set) on C14H22N2O2 in the gas phase at a distorted geometry.

Geometry as XYZ:
```
40
Properties=species:S:1:pos:R:3:forces:R:3
N 0.299297 0.954311 -0.619397 -1.0643 -1.2159 0.5285
O -0.059723 -1.261421 -0.617379 -0.0538 -0.6660 0.2185
O 1.720668 -1.937830 -2.121737 -0.3337 0.3940 1.1638
C -0.429310 -0.026232 -0.160420 -0.3469 0.8155 0.5430
C 0.995618 -1.021995 -1.413539 1.1404 1.6941 -1.1391
C -1.565466 0.040972 0.765215 -0.8211 0.6585 1.2578
C -2.009860 1.250416 1.232600 -0.0370 -2.0140 -0.3003
C 1.197043 0.331933 -1.436993 0.4806 -0.1067 -1.1624
N -3.511846 -1.095160 1.864717 -0.0413 0.1126 -0.7017
C 1.228169 -3.254090 -2.078825 -1.9877 -0.5629 -0.3411
C -4.055975 -2.344955 2.421015 -0.5550 1.3642 0.5590
C -2.198377 -1.302030 1.198828 -0.6993 1.0200 0.4807
C 4.629324 1.765184 -2.083833 0.0302 0.6637 0.5593
C 3.012541 2.683205 -0.404991 -0.1920 0.0400 0.6291
C -3.222209 1.413357 2.140110 0.8281 -0.8917 -0.5492
C 2.216158 1.106550 -2.205719 0.4987 -1.0408 -0.0189
C -3.593633 0.066029 2.773868 0.0666 -0.4580 -0.4265
C 3.365319 1.475963 -1.257406 0.4846 0.6024 -0.8637
H -1.487031 2.122550 0.906040 0.2022 0.5020 -0.2448
H 0.953535 -3.586613 -1.059376 0.2728 0.2395 -0.4068
H 0.296845 -3.264584 -2.707163 0.6050 -0.3282 0.5644
H 1.924386 -3.960761 -2.516454 0.3606 0.3140 0.0084
H -5.096397 -2.149168 2.753155 0.4658 -0.0561 -0.2240
H -3.522403 -2.669036 3.332438 0.1669 -0.2087 -0.2839
H -4.118929 -3.133929 1.675626 0.3312 -0.0006 -0.0595
H -2.391995 -1.867748 0.286907 0.0750 -0.2536 0.0868
H -1.520504 -1.900622 1.855587 -0.0567 0.4172 -0.4035
H 4.447834 2.613340 -2.759737 -0.0122 -0.2179 0.0364
H 5.495502 2.052101 -1.463410 -0.3565 -0.1526 -0.0628
H 4.911462 0.906503 -2.665921 0.1419 -0.3953 -0.3644
H 2.124741 2.511363 0.219555 0.1385 -0.0353 -0.2957
H 2.781940 3.531894 -1.068873 0.2601 -0.0791 0.3356
H 3.828268 2.922094 0.302207 -0.2107 0.1243 -0.5036
H -4.054774 1.822094 1.543712 0.2213 -0.0809 0.2638
H -2.992028 2.096593 2.968102 -0.1083 0.0709 -0.3183
H 2.599923 0.450909 -3.010453 -0.0753 0.2198 0.3394
H 1.818028 1.986799 -2.706867 -0.2768 0.1140 0.1771
H -4.614704 0.189048 3.147680 0.0681 -0.5052 0.0455
H -2.926408 -0.117324 3.615569 0.1361 0.1290 0.4985
H 3.524971 0.600292 -0.644438 0.2540 -0.2264 0.3744
```
Positions in Å, forces in eV/Å.

## Properties
Relative energy (zero: lowest compared OMol25 entry of this formula, charge and spin) ... 4.415 eV
Spin multiplicity ... 1
SMILES ... COc1oc(C2=CCCN(C)C2)nc1CC(C)C

***

ORCA calculation (ωB97M-V with the def2-TZVPD basis set) on a molecular structure, C26H32NO at a distorted geometry.

Geometry as XYZ:
```
60
Properties=species:S:1:pos:R:3:forces:R:3
C 4.329258 -3.624821 -2.390939 -0.0994 0.0394 -0.0795
C 3.118636 -2.888078 -1.943344 -0.4433 0.2341 0.1713
C 1.836455 -3.163375 -2.428495 0.0990 -0.1595 0.0070
C 0.755871 -2.408273 -1.984220 0.1773 0.5534 0.9320
C 0.916500 -1.414662 -1.012144 0.4123 -0.6422 -1.2013
C -0.183875 -0.421448 -0.771372 3.2154 3.7230 -1.0644
C -0.313912 -0.014545 0.655386 -0.8051 0.1324 -0.0465
C -0.026825 -0.859915 1.745753 -0.4213 -1.1530 0.1022
C -0.335085 -0.502315 3.054487 0.8488 0.2800 0.1796
C -0.719683 0.825708 3.307957 -0.6232 -0.1907 0.1252
O -0.871341 1.249386 4.602669 -0.4199 -0.4953 0.0992
C 0.152671 2.047141 5.124083 0.1722 0.1288 -0.9439
C -0.188570 3.305134 5.601329 0.3502 -0.3108 -0.1637
C 0.852223 4.168388 5.919523 0.0127 0.0478 0.4065
C 2.183718 3.779921 5.791851 -0.0364 -0.0885 -0.0837
C 2.487020 2.509139 5.315170 0.0971 -0.3025 0.1479
C 1.470628 1.619364 4.986971 -0.2083 0.1470 0.0215
C -1.011883 1.709337 2.255807 0.8125 -0.1612 0.4562
C -0.711782 1.296310 0.968808 -0.3494 0.6247 -0.3277
C 2.235987 -1.172892 -0.476595 -1.3974 0.3470 -0.4679
C 3.308483 -1.869447 -0.988050 -0.1151 -0.2783 0.0020
H 4.936045 -3.876656 -1.532019 0.2179 -0.1768 0.1499
H 4.059629 -4.528210 -2.916194 0.1115 -0.2295 -0.2616
H 4.917458 -2.968416 -3.024402 0.2032 -0.0884 -0.2624
H 1.637544 -3.959546 -3.162712 0.3988 0.3861 0.4073
H -0.254117 -2.580549 -2.338037 0.2805 -0.3416 -0.2567
H 0.032336 0.489675 -1.403092 0.5749 -0.7300 1.4579
H 0.473649 -1.832370 1.601256 -0.6689 0.4155 -0.1813
H -0.145442 -1.201130 3.901829 -0.1172 0.7581 -0.7969
H -1.234307 3.587548 5.678108 0.1857 -0.0007 -0.0200
H 0.611738 5.151941 6.301603 0.0546 0.0339 -0.0327
H 2.987184 4.456959 6.067746 -0.1820 -0.0496 -0.0843
H 3.517177 2.174802 5.207386 -0.1530 0.2049 0.0670
H 1.681674 0.617328 4.598986 -0.0359 0.4534 0.1654
H -1.348175 2.724977 2.497889 0.2988 -0.4388 -0.2130
H -0.714647 2.055765 0.183419 -0.3739 -0.3221 0.0286
H 2.385655 -0.383614 0.263488 -0.0811 -0.2413 -0.2367
H 4.335817 -1.646858 -0.648581 -0.7175 -0.1549 -0.1074
C -4.529394 -0.054046 0.107178 -0.2032 -0.3254 -0.0695
C -3.206309 -0.649826 -0.402203 -0.0704 0.0978 -0.0244
C -2.710721 0.259530 -1.521439 0.2274 -0.2213 0.0557
N -1.539852 -0.339212 -2.209017 -1.2243 -0.9316 0.2768
C -1.336328 0.284457 -3.605859 1.3585 -0.2200 0.8591
C -0.527015 -0.615705 -4.551672 0.1142 0.1521 0.1690
C -0.504486 0.062457 -5.933153 0.1024 0.1569 -0.1032
H -5.096899 -0.800542 0.696411 0.2625 0.5663 -0.2585
H -4.325519 0.834738 0.731984 -0.2171 -0.3981 -0.2759
H -5.140462 0.253649 -0.772937 0.1987 -0.2083 0.7645
H -2.429086 -0.638322 0.386136 -0.8268 -0.2813 -0.3273
H -3.313313 -1.704634 -0.756160 -0.0835 0.7539 0.1312
H -3.495611 0.557637 -2.241648 0.3335 -0.5507 0.1740
H -2.364898 1.207478 -1.090834 -0.0056 -0.0635 0.0070
H -1.599172 -1.351747 -2.289655 -0.7772 0.1998 -0.3404
H -2.276327 0.612094 -4.072907 -0.1887 -0.6390 0.6229
H -0.798445 1.230628 -3.455987 0.1096 -0.1752 0.1035
H 0.506149 -0.667601 -4.147539 -0.5880 -0.3543 -0.2944
H -0.967516 -1.647442 -4.624571 0.3703 0.9139 0.1573
H -0.151168 -0.621878 -6.715981 -0.0975 0.1871 0.2715
H -1.525456 0.387799 -6.200552 0.4409 -0.0888 -0.0540
H 0.168115 0.948782 -5.940903 -0.5108 -0.5243 0.0599
```
Positions in Å, forces in eV/Å.

## Properties
Relative energy (zero: lowest compared OMol25 entry of this formula, charge and spin) ... 0.000 eV
Spin multiplicity ... 1
Charge ... +1

***

ORCA calculation (ωB97M-V with the def2-TZVPD basis set) on 3 unconnected molecules or ions with the total composition C3H8O2S at a distorted geometry.

Geometry as XYZ:
```
14
Properties=species:S:1:pos:R:3:forces:R:3
O -1.942525 0.216955 -0.824949 0.2911 -1.7324 3.2085
C -1.943825 -0.455479 0.280645 -3.1900 1.2224 -5.7810
C -1.081705 -0.375429 1.294588 6.3587 1.4967 4.1391
C 0.111619 0.677750 1.219805 -1.0903 1.3569 -0.2203
S 1.766827 0.031378 0.613973 -2.2031 -1.0438 0.9626
H -2.827231 -1.060950 0.435299 -0.3967 -0.2936 0.1967
H 2.937480 -1.421219 -2.400053 0.0869 -0.0408 0.3310
H -1.221133 -0.860204 2.306968 0.2504 0.0633 -1.7177
H -0.179581 1.358536 0.394725 0.0230 -0.1100 0.7214
H 0.285144 1.269261 2.163786 -0.4357 -0.9338 -0.9548
H 3.151643 -1.523175 -1.686720 -0.0663 0.0203 -0.3599
H -0.604610 0.266272 -1.809799 1.5860 -0.2870 -0.8763
H 0.904758 0.102328 -1.469109 -0.5322 -0.1299 -0.9456
O 0.288495 0.068803 -2.241162 -0.6819 0.4117 1.2963
```
Positions in Å, forces in eV/Å.

## Properties
Relative energy (zero: lowest compared OMol25 entry of this formula, charge and spin) ... 6.405 eV
Spin multiplicity ... 1

***

Looking at calculated total energy for the records above, in order, we have -8891.9666, -11348.9869, -30856.1450, -21948.5931, -31010.0706, -18164.8399 eV.
Looking at Kohn-Sham gap for the records above, in order, we have 0.333, 0.338, 0.111, 0.304, 0.260, 0.183 Ha.